(1)
{"formula": "C43H39F3N3O3OsP2S", "method": "ωB97M-V/def2-TZVPD", "species": ["Os", "C", "C", "C", "C", "N", "C", "C", "C", "C", "C", "C", "N", "H", "H", "H", "H", "H", "H", "H", "H", "C", "C", "P", "C", "C", "C", "C", "C", "C", "C", "C", "C", "C", "C", "C", "C", "P", "C", "C", "C", "C", "C", "C", "C", "C", "C", "C", "C", "C", "H", "H", "H", "H", "H", "H", "H", "H", "H", "H", "H", "H", "H", "H", "H", "H", "H", "H", "H", "H", "H", "H", "H", "H", "H", "H", "C", "C", "C", "N", "C", "C", "H", "H", "H", "H", "H", "F", "C", "F", "F", "S", "O", "O", "O"], "coordinates": [[-2.20437, 2.25973, 0.24754], [-1.87644, 5.41781, 3.20106], [-2.68106, 4.94429, 4.22468], [-3.28226, 3.70204, 4.08891], [-3.08141, 2.96778, 2.93390], [-2.32809, 3.45495, 1.91464], [-1.73045, 4.64855, 2.06389], [-3.61294, 1.60550, 2.72141], [-4.49962, 0.97657, 3.57929], [-4.90839, -0.31804, 3.29963], [-4.40204, -0.95496, 2.17848], [-3.52219, -0.26817, 1.36253], [-3.14383, 0.98888, 1.61468], [-1.37746, 6.37329, 3.27066], [-2.83480, 5.52868, 5.12138], [-3.89670, 3.31026, 4.88534], [-1.13308, 4.98687, 1.22857], [-4.88866, 1.49198, 4.44462], [-5.61811, -0.81578, 3.94584], [-4.70218, -1.96001, 1.91814], [-3.11850, -0.71123, 0.46149], [2.59213, 0.81120, 1.04826], [1.97320, -0.25554, 1.97271], [2.06732, -1.86360, 1.11298], [0.76435, -2.99409, 1.55937], [0.80875, -4.28708, 1.02558], [-0.21075, -5.17698, 1.30957], [-1.26482, -4.78578, 2.12906], [-1.30220, -3.50695, 2.66854], [-0.29057, -2.60207, 2.38416], [3.66120, -2.63419, 1.33927], [3.70306, -3.71316, 2.23437], [4.92140, -4.28078, 2.56574], [6.09438, -3.78393, 2.01384], [6.05574, -2.70819, 1.13591], [4.84645, -2.12722, 0.79720], [1.81262, 0.83434, -0.27206], [1.79440, -0.86682, -0.91910], [3.17858, -1.14685, -2.00217], [3.32510, -2.42434, -2.55046], [4.41103, -2.69292, -3.36461], [5.34198, -1.69488, -3.63167], [5.19292, -0.42397, -3.08890], [4.11426, -0.14481, -2.26591], [0.28772, -1.33259, -1.75723], [-0.81497, -1.94781, -1.16709], [-1.92432, -2.24130, -1.94306], [-1.94766, -1.90936, -3.28926], [-0.85816, -1.27645, -3.87470], [0.26492, -0.99552, -3.11850], [3.64998, 0.59167, 0.87611], [2.55291, 1.78975, 1.52704], [0.92285, -0.01688, 2.15978], [2.49028, -0.34035, 2.92895], [1.63980, -4.59993, 0.40543], [-0.18103, -6.17896, 0.90425], [-2.05228, -5.49072, 2.35971], [-2.11141, -3.21776, 3.32529], [-0.32815, -1.61184, 2.81774], [2.79803, -4.11152, 2.67195], [4.95331, -5.11316, 3.25504], [7.04329, -4.23486, 2.27081], [6.97195, -2.32020, 0.71262], [4.84247, -1.28879, 0.11127], [2.23300, 1.50941, -1.02032], [0.77237, 1.14664, -0.10411], [2.58907, -3.19692, -2.35950], [4.52936, -3.67646, -3.79769], [6.18708, -1.90773, -4.27250], [5.91545, 0.34950, -3.31020], [4.01504, 0.84741, -1.84111], [-0.82198, -2.20233, -0.11866], [-2.77787, -2.73107, -1.49378], [-2.81864, -2.14553, -3.88600], [-0.87660, -1.01867, -4.92463], [1.12476, -0.53734, -3.59279], [-0.87147, 5.46408, -3.20293], [-0.27938, 4.21084, -3.15167], [-0.63114, 3.34389, -2.13711], [-1.51957, 3.66428, -1.18095], [-2.10025, 4.87469, -1.24732], [-1.80263, 5.79596, -2.23260], [-0.62136, 6.16190, -3.99026], [0.43726, 3.90048, -3.89889], [-0.22451, 2.34219, -2.08644], [-2.84569, 5.08751, -0.49329], [-2.30777, 6.75124, -2.23954], [-2.95741, 1.38117, -4.19062], [-3.87227, 1.94909, -3.40650], [-5.07159, 1.75789, -3.90315], [-3.61739, 3.24699, -3.31486], [-3.75109, 1.15486, -1.72186], [-4.60353, 0.02317, -1.75387], [-4.07659, 2.23233, -0.73406], [-2.30215, 0.90674, -1.47727]], "forces_ev_per_a": [[-0.4, 0.3, 0.1], [0.0, 0.0, 0.0], [0.0, 0.0, 0.0], [0.0, 0.0, 0.0], [0.0, 0.0, 0.0], [0.0, -0.1, 0.0], [0.0, 0.0, 0.0], [0.0, 0.0, 0.0], [0.0, 0.0, 0.0], [0.0, 0.0, 0.0], [0.0, 0.0, 0.0], [0.0, -0.1, 0.0], [0.1, 0.1, 0.0], [0.0, 0.0, 0.0], [0.0, 0.0, 0.0], [0.0, 0.0, 0.0], [0.0, 0.0, 0.0], [0.0, 0.0, 0.0], [0.0, 0.0, 0.0], [0.0, 0.0, 0.0], [0.0, 0.0, 0.0], [0.0, -0.1, 0.1], [0.1, 0.0, -0.1], [0.1, 0.3, 0.0], [0.1, 0.0, -0.1], [-0.1, 0.0, -0.1], [0.0, 0.0, 0.0], [0.0, 0.0, 0.0], [0.0, 0.0, 0.0], [0.0, 0.0, 0.0], [-0.1, -0.1, 0.1], [0.0, 0.0, 0.0], [0.0, 0.0, 0.0], [0.0, 0.0, 0.0], [0.0, 0.0, 0.0], [0.0, 0.1, -0.1], [-0.1, 0.0, 0.1], [-0.2, -0.2, -0.2], [0.0, 0.0, 0.2], [0.0, 0.0, 0.0], [0.0, 0.0, 0.0], [0.0, 0.0, 0.0], [0.0, 0.0, 0.0], [0.0, 0.0, 0.1], [0.1, 0.1, -0.2], [-0.1, 0.0, 0.0], [0.0, 0.0, 0.1], [0.0, 0.0, 0.0], [0.0, 0.0, 0.0], [0.0, 0.0, 0.0], [0.0, 0.0, 0.0], [0.0, 0.0, 0.0], [0.0, 0.0, 0.0], [0.0, 0.0, 0.0], [0.0, 0.0, 0.0], [0.0, 0.0, 0.0], [0.0, 0.0, 0.0], [0.0, 0.0, 0.0], [0.0, 0.0, 0.0], [0.0, 0.0, 0.0], [0.0, 0.0, 0.0], [0.0, 0.0, 0.0], [0.0, 0.0, 0.0], [0.0, -0.1, 0.0], [0.0, -0.1, 0.1], [0.1, -0.2, -0.1], [0.0, 0.0, 0.0], [0.0, 0.0, 0.0], [0.0, 0.0, 0.0], [0.0, 0.0, 0.0], [0.0, -0.1, 0.0], [0.0, 0.0, 0.0], [0.0, 0.0, 0.0], [0.0, 0.0, 0.0], [0.0, 0.0, 0.0], [0.0, 0.0, 0.0], [0.0, 0.0, 0.0], [0.0, 0.0, 0.0], [0.0, 0.0, 0.0], [0.0, 0.0, 0.0], [0.0, 0.0, 0.0], [0.0, 0.0, 0.0], [0.0, 0.0, 0.0], [0.0, 0.0, 0.0], [0.0, 0.0, 0.0], [0.0, 0.0, 0.0], [0.0, 0.0, 0.0], [0.0, 0.0, 0.0], [0.1, 0.0, 0.0], [0.0, 0.0, 0.1], [0.0, 0.0, 0.0], [0.1, 0.0, -0.1], [0.0, -0.1, 0.0], [0.2, 0.0, 0.2], [0.0, -0.1, -0.2]], "de_lowest_kcal_mol": 0.0, "total_charge": 3, "lumo_ev": [-8.067, -8.030], "max_force_ha_per_bohr": 0.010, "energy_ev": -95846.9180}


(2)
{"formula": "C16H34OP2Ru", "method": "ωB97M-V/def2-TZVPD", "species": ["P", "P", "C", "C", "H", "H", "H", "H", "C", "H", "H", "H", "C", "H", "H", "H", "C", "H", "H", "H", "C", "H", "H", "H", "Ru", "C", "C", "C", "C", "C", "C", "C", "C", "C", "H", "H", "H", "H", "H", "H", "H", "H", "H", "H", "H", "H", "H", "H", "H", "C", "O", "H", "H", "H"], "coordinates": [[-0.36060, -1.80435, -1.04776], [0.27814, 1.82740, -1.49540], [-0.73120, -0.85087, -2.59222], [0.17930, 0.35934, -2.72350], [-1.81014, -0.62635, -2.70673], [-0.45299, -1.57628, -3.37105], [1.22893, 0.03932, -2.81237], [-0.09938, 0.84864, -3.66565], [-0.96113, 2.80789, -2.48109], [-1.40329, 3.57307, -1.84081], [-1.72547, 2.14278, -2.90181], [-0.44071, 3.29933, -3.30812], [1.75947, 2.72861, -2.16810], [1.64058, 3.10559, -3.20136], [2.67532, 2.11705, -2.13841], [1.93258, 3.63421, -1.56596], [-1.48621, -3.15623, -1.31663], [-1.35436, -3.91451, -0.53923], [-1.17251, -3.57696, -2.28432], [-2.52631, -2.80283, -1.33867], [1.21229, -2.51992, -1.62865], [1.96932, -1.73688, -1.79965], [0.98728, -2.99406, -2.60023], [1.56355, -3.29150, -0.92568], [0.46515, -2.01154, 1.86493], [0.09012, 2.77395, 0.18567], [-1.25897, 2.56448, 0.63079], [-2.11226, 1.43103, 0.24810], [-1.70024, 0.02883, 0.80931], [-0.43170, -0.53941, 0.15478], [0.97736, -0.26276, 0.37505], [1.80379, 0.90319, 0.77125], [1.10429, 2.15798, 1.25063], [0.63336, -3.54426, 3.16678], [0.16200, 3.84364, -0.02313], [-1.71064, 3.28672, 1.30934], [-2.24307, 1.29573, -0.84316], [-3.12498, 1.56717, 0.67959], [-1.54042, 0.02739, 1.91398], [-2.56529, -0.69228, 0.72230], [-0.93836, -2.01922, 1.05743], [1.61798, -1.25019, 0.38327], [2.58717, 1.18288, 0.06962], [2.33517, 0.59311, 1.66834], [0.57174, 1.92698, 2.21597], [1.79574, 2.97737, 1.48305], [1.65116, -3.47175, 3.61585], [0.72938, -4.23265, 2.29536], [-0.05419, -3.92815, 3.95409], [0.06769, -0.46169, 4.57460], [-0.07336, -0.81962, 3.20628], [-0.79256, 0.21373, 4.75226], [0.98215, 0.15402, 4.68235], [0.06934, -1.32719, 5.27871]], "forces_ev_per_a": [[-0.8, -0.4, -3.5], [-0.2, 3.5, -3.8], [0.0, 0.0, 0.6], [0.7, -0.5, 0.2], [0.5, 0.0, 0.2], [-0.3, 0.5, -0.1], [-0.3, 0.0, 0.0], [0.3, 0.4, 0.4], [-0.2, 0.0, 0.4], [-0.2, -0.1, -0.2], [0.0, 0.4, 0.2], [-0.2, -0.1, 0.2], [0.8, -0.2, 0.1], [-0.2, -0.6, 0.4], [-0.2, 0.2, 0.1], [-0.1, -0.4, 0.0], [-0.5, -0.4, 0.7], [-0.2, 0.0, -0.2], [-0.4, 0.1, 0.3], [0.3, -0.3, 0.0], [0.5, 0.1, 0.4], [-0.2, -0.5, 0.3], [0.0, 0.1, 0.5], [0.1, 0.3, -0.3], [-1.2, 0.9, 1.0], [0.2, -2.5, 1.0], [-1.9, 0.1, 0.5], [-1.1, -1.3, 0.8], [-0.3, 0.2, 0.0], [3.0, -0.1, 1.8], [-0.9, -1.9, 0.5], [0.1, 0.8, 1.7], [-1.0, 1.1, 0.2], [0.4, -0.9, -0.2], [0.9, -0.1, -0.4], [0.3, 0.0, -0.2], [0.1, 0.3, 0.2], [0.5, 0.2, -0.5], [0.2, 0.4, -0.9], [0.9, 0.6, -0.5], [0.2, -1.8, 1.1], [-0.3, 1.9, -1.4], [0.0, -0.4, -0.5], [0.5, -0.3, 0.0], [0.2, 0.3, -1.1], [0.2, -0.5, 0.0], [-0.4, 0.3, -0.2], [-0.2, -0.5, 0.7], [0.2, 0.5, -0.9], [-0.4, 0.7, 0.0], [0.7, 0.1, 0.7], [0.4, -0.5, 0.5], [-0.3, -0.5, 0.1], [0.0, 0.6, -0.7]], "spin_multiplicity": 5, "de_lowest_kcal_mol": 83.7, "s2": 6.046, "total_charge": 2, "lumo_ev": [-7.011, -7.207], "max_force_ha_per_bohr": 0.100, "energy_ev": -40325.6622}


(3)
{"formula": "C5H12NO", "method": "ωB97M-V/def2-TZVPD", "species": ["C", "C", "N", "C", "C", "C", "O", "H", "H", "H", "H", "H", "H", "H", "H", "H", "H", "H", "H"], "coordinates": [[1.02997, -1.58911, 1.17691], [0.78529, -0.81194, 0.10153], [0.11272, -1.30777, -1.08737], [1.25036, 0.54964, -0.08748], [0.09481, 1.45061, 0.43530], [-1.36301, 1.04935, 0.35031], [-1.58775, 0.26609, -0.96601], [1.65368, -1.22195, 2.00348], [0.63620, -2.58233, 1.25399], [-0.62813, -0.67383, -1.44361], [-0.54952, -2.12593, -0.93776], [0.79695, -1.35220, -1.81442], [1.47321, 0.64358, -1.09622], [2.07428, 0.93502, 0.41577], [0.17068, 1.64656, 1.52440], [0.25628, 2.37858, 0.04840], [-2.08540, 1.93258, 0.29565], [-1.63072, 0.19326, 1.03534], [-2.48991, 0.61978, -1.20819]], "forces_ev_per_a": [[-0.2, 1.0, -1.2], [1.6, -2.3, 2.5], [-1.1, -2.2, 0.3], [-2.9, 0.5, 1.1], [-0.7, -0.7, 1.7], [-0.6, -1.9, -1.7], [-3.3, 3.3, 0.5], [-0.5, -0.1, -0.5], [-0.1, -0.4, 0.0], [0.0, 1.1, 0.3], [1.9, 0.4, -0.2], [0.5, -1.1, -0.8], [0.1, 0.9, -2.2], [1.8, -0.3, 1.2], [0.6, -0.5, -0.3], [0.1, 2.7, -1.4], [1.1, -1.3, 0.6], [0.1, 1.7, 0.1], [1.4, -1.0, -0.3]], "de_lowest_kcal_mol": 47.2, "total_charge": 1, "lumo_ev": -3.165, "max_force_ha_per_bohr": 0.092, "energy_ev": -8908.5806}


(4)
{"formula": "H9S5", "method": "ωB97M-V/def2-TZVPD", "species": ["S", "H", "S", "H", "H", "S", "H", "H", "S", "H", "H", "S", "H", "H"], "coordinates": [[-0.46636, -0.60157, -0.21476], [-0.18598, 0.45163, -0.99498], [1.04106, -2.65692, -3.23203], [0.77293, -1.50031, -2.60499], [0.81557, -3.46692, -2.20197], [2.92436, 1.54613, -0.06819], [2.20167, 0.53979, 0.44420], [2.77917, 1.20629, -1.35194], [-2.22316, -1.05076, 2.78542], [-1.31489, -0.58806, 1.86914], [-3.30480, -0.87404, 2.01961], [-1.44214, 2.73882, 1.40219], [-0.20374, 2.38994, 1.76586], [-1.39369, 1.86598, 0.38243]], "forces_ev_per_a": [[0.2, 0.0, -0.2], [0.1, 0.1, 0.0], [0.3, 0.0, -0.7], [-0.2, -0.2, 0.5], [-0.1, 0.2, 0.4], [0.4, 0.4, 0.2], [-0.3, -0.2, -0.3], [-0.2, -0.2, 0.1], [0.1, -0.1, 0.5], [-0.4, 0.0, -0.1], [0.2, 0.1, -0.2], [0.0, 0.2, 0.0], [0.0, 0.0, 0.1], [-0.1, -0.2, 0.0]], "de_lowest_kcal_mol": 4.3, "total_charge": -1, "lumo_ev": 3.064, "max_force_ha_per_bohr": 0.016, "energy_ev": -54323.5268}